319
Properties=species:S:1:pos:R:3:forces:R:3 method="wB97M-V/def2-TZVPD" e_tot_ha=-6433.70039 e_above_lowest_kj_mol=547.7 total_charge=+5 lumo_ev=-7.62 largest_force_ev_per_a=3.9 orbital_gap_ev=7.699
H -11.01796 -3.69302 -5.46571 0.06 0.18 -0.05
C -4.85235 6.78652 -2.87742 -0.72 -0.92 -0.54
H -6.08428 8.72607 -7.21865 -0.61 -0.59 0.45
H 1.98904 7.15104 6.00996 -0.49 0.36 0.36
C 1.14241 -4.93823 -0.45558 1.46 0.99 0.86
O -4.68617 2.70081 -5.47207 -0.91 -0.32 2.29
C -5.54565 8.85517 -6.27987 -0.22 0.47 1.66
C 5.70821 4.74200 -3.46590 1.23 0.32 -0.21
H -5.93335 -3.71718 -1.87280 0.04 -0.02 -0.53
H -0.41456 1.13190 -0.15642 -0.93 0.69 0.02
H 1.97319 -4.23842 -4.61782 -0.30 0.10 -0.34
H -4.16181 8.48019 -3.95324 -0.02 0.03 -0.90
H -5.82457 8.47504 -3.43210 -0.11 0.55 -0.56
H -5.87135 6.32528 -8.08619 0.73 0.14 0.19
H -6.87244 10.92804 -7.43545 -0.46 -0.18 0.27
H 4.52417 3.41888 4.42314 -0.03 -0.45 -0.03
H 4.72073 1.64121 -4.83249 0.43 -0.19 -0.38
H -4.09574 8.44859 -1.78715 0.40 0.15 0.18
H 0.53387 5.16916 5.51038 0.38 -0.28 0.26
C 5.41757 -2.37099 11.14042 0.40 0.48 0.50
H 2.99613 -1.83455 1.82411 0.15 -0.59 -0.08
H -1.38958 -4.77594 5.74763 0.12 0.20 -0.04
H -3.92327 -9.10756 2.42606 0.30 -0.01 -0.45
H 6.12693 1.38897 -2.68477 -0.11 0.41 0.40
H -5.06124 -6.36666 1.54501 0.32 -0.01 0.69
H -6.69769 12.14670 -6.16344 0.15 0.02 -0.14
H -1.56718 3.33114 3.32925 0.06 -0.30 0.39
F 0.13534 5.35270 0.12638 -0.24 -1.14 -1.18
C -0.37808 -3.98311 3.96897 -0.44 -0.45 1.04
C -5.94250 5.93267 -7.07184 -0.42 -1.38 -0.34
C 4.45169 2.48646 2.44605 -0.58 0.31 0.82
F 0.57930 4.80679 -1.96120 -0.74 0.44 -0.50
H 1.82415 -5.47925 1.58150 0.06 0.03 0.02
H -2.00225 -4.19399 -0.71925 -0.86 -0.57 -0.56
H 0.25352 -8.71736 1.07699 -0.79 0.32 -0.04
H -2.66919 -5.61022 2.26170 -0.29 -0.01 0.23
H -0.68722 -6.69804 4.29310 0.33 0.21 0.37
C -1.63235 -6.16989 4.16705 0.37 -0.69 -1.10
H 2.96285 -0.48458 7.10259 1.18 -0.19 0.08
C -6.22592 1.17773 -3.80368 0.31 3.27 -0.12
C 4.78981 -0.20932 10.11916 0.42 -0.57 -1.02
F -1.57705 -6.49828 -2.21668 1.25 -0.01 0.82
C 1.29660 7.14513 5.16818 0.39 -1.28 -1.10
H 3.28520 -3.23363 -5.05516 -0.06 0.44 -0.43
H 0.44234 -7.62701 2.47819 0.25 0.07 -0.30
H -8.27600 -1.45476 -3.78544 0.70 -0.48 0.51
C -4.93381 6.37744 -6.02274 -0.67 0.78 -0.25
H -4.19303 5.96941 -3.17021 0.17 0.19 -0.26
H -0.53770 -3.69206 2.93074 -0.25 -0.15 0.13
C -4.64384 -7.34808 1.31986 -0.20 0.03 0.24
H 6.65138 -0.37605 4.90875 -0.52 -0.09 0.28
H -9.93556 -1.22165 -5.19623 0.09 -0.01 -0.19
H 6.52282 7.23916 1.73267 0.15 -0.08 -0.60
H 1.78094 7.71953 4.37850 0.02 0.08 -0.13
C 5.54497 -1.54028 -0.18962 -0.70 -1.22 1.57
H 6.90701 1.04757 0.11326 0.49 0.24 -0.29
H 3.36311 2.52590 2.40705 -0.01 0.18 -0.58
H 1.27792 0.02411 1.67596 0.45 0.02 0.27
H 9.52543 2.41280 -2.06497 0.21 -0.67 -0.82
N -1.42258 -0.34647 1.00769 -1.28 0.11 3.37
C -3.03338 6.62722 -1.03904 -1.46 1.34 -0.64
H 4.89626 2.70220 1.47450 -0.32 -0.25 -0.16
H 3.17023 5.21318 5.27335 -0.19 0.26 0.49
N 1.49555 -0.93236 -4.54538 1.57 2.54 1.43
H -8.27684 -4.83388 -2.09769 0.17 0.08 -0.42
H -8.06878 5.56085 -6.26871 0.19 -0.30 -0.85
O -0.27199 -4.84455 -0.22036 1.04 -1.27 -1.03
C -2.83146 -1.36069 -4.33005 -0.14 -1.43 0.77
H -0.46566 -1.54210 2.65216 -0.68 0.37 -0.21
H 0.36562 -3.79094 7.35915 -0.26 0.20 -0.43
H 6.14097 -0.97649 -2.07353 0.58 0.23 -0.15
H -1.00982 -5.93901 2.03715 0.19 -0.33 0.13
H 7.86556 -0.85715 -3.18189 -0.03 0.29 -0.08
H 1.46963 -5.23406 -1.45233 -0.70 -0.22 -0.22
H -4.85028 5.57941 -5.28500 0.15 0.23 0.07
C 2.42864 -2.78365 -3.14720 -2.04 -0.97 -0.33
H 7.02155 3.08840 -0.52931 -0.57 -0.03 0.04
O 1.06044 2.65072 1.01524 -0.45 0.45 0.88
H -0.50928 1.12399 2.29401 -0.02 -0.03 -0.06
H 5.66527 4.54575 1.20071 -0.66 -0.32 0.30
H 4.02965 0.49767 9.78689 -0.54 -0.52 0.34
C -1.52853 -4.72772 4.66760 -0.32 -0.55 -1.08
H 2.70884 4.70379 2.35936 0.29 0.03 -0.23
H 1.32101 -1.93235 -6.29869 0.07 -0.97 -0.10
C -8.09064 -3.80386 -2.40184 0.88 2.19 -1.02
H 9.36492 -1.68709 -1.49560 0.03 0.41 0.72
C -6.97423 -3.25908 -0.10692 -1.61 0.19 0.39
C 5.94189 -2.30121 9.70408 -1.38 -0.31 0.88
C -5.07613 7.88688 -3.96315 -0.26 -0.09 1.84
H 4.24863 0.75991 3.82347 0.10 0.34 0.22
H 4.60844 5.92643 1.16339 0.08 0.15 0.23
H 6.73911 -0.28728 8.25448 -0.25 0.17 0.34
H 5.21956 -0.37798 12.17875 0.03 -0.35 0.10
C 5.81940 -0.67650 7.81773 0.70 -1.22 -0.43
H 7.23522 7.11927 3.92569 0.02 -0.27 0.08
C -3.45562 -0.57880 -0.45123 0.41 0.17 -0.57
H -0.13574 -0.97631 -3.44240 -1.09 -0.02 -0.05
H -7.67633 7.95490 -5.14477 -0.17 -0.12 0.04
H 4.82028 -3.26329 11.32789 -0.63 0.40 -0.24
H 3.89502 3.09866 -5.18057 -0.01 0.09 -0.34
C 5.42713 5.93740 4.12437 -0.88 1.20 -0.71
H 6.00862 3.17605 3.53432 0.56 1.37 0.14
H -5.21044 10.51715 -4.88736 -0.10 0.00 0.10
H 5.18412 0.19305 -1.26581 -0.02 0.25 0.04
H -2.87705 4.66032 1.54934 0.13 -0.05 -0.09
C 2.62891 1.41452 -4.83895 0.72 1.08 0.99
H 5.42112 4.82136 -1.32142 -0.16 0.03 -0.17
H 5.43541 5.57313 5.15167 -0.03 -0.16 -0.27
F -0.15616 -5.25105 -3.34651 -0.96 0.06 0.16
C 1.16492 -9.63815 2.74252 -0.35 0.29 0.23
C 2.30035 -3.19907 -4.58935 0.13 -0.83 -1.30
H 1.63174 -3.97951 -0.28377 -0.54 0.78 -0.50
H -5.81299 4.85214 -7.13319 -0.12 -0.06 -0.22
C -1.26696 -5.22423 -2.57674 -1.00 0.02 0.30
H 1.28053 -10.60244 2.24767 -0.43 0.22 -0.52
C 10.35396 0.35069 -1.39012 1.20 0.78 1.84
H 4.40099 0.42673 2.14817 0.00 -0.25 -0.03
C -1.33412 -8.77428 2.72856 0.11 -0.49 -2.24
N -5.62492 7.57861 -5.32663 0.56 -0.37 -1.42
C 2.19839 -1.31424 -3.19448 1.08 0.69 0.27
H -6.91442 10.07341 -4.94839 -0.01 -0.31 -0.08
H -2.28404 6.54470 -1.82631 -0.17 0.04 -0.27
C -6.24701 11.25844 -6.60613 0.09 0.22 -0.58
H 7.57993 5.80692 1.57203 -0.38 -0.11 -0.16
H 10.64983 0.08821 -0.37442 -0.67 0.09 0.45
F -5.58141 0.12250 -4.22307 0.38 -1.12 -0.45
H 3.70294 -1.15446 11.75017 0.03 0.03 0.04
H -7.39807 -6.50257 -4.26537 -0.40 0.58 -0.25
H 5.28994 0.14724 7.33898 -0.28 -0.12 0.27
C -6.01462 10.19871 -5.55068 0.76 -1.36 -0.92
C -1.08148 -4.22178 -1.30194 0.73 3.74 0.94
H -3.35429 -2.01659 -5.02615 -0.01 0.25 -0.41
H 6.98193 -1.98351 9.77820 -0.18 0.17 -0.89
N 7.99529 0.88676 -1.82323 0.60 0.74 1.13
H -5.11726 7.49215 -0.80178 0.02 -0.39 0.00
H 4.94212 6.91214 4.07195 -0.89 -0.25 0.33
C -0.34803 -1.35226 1.58528 -0.08 0.04 -2.10
C -2.33322 0.21977 -1.22695 -0.18 0.09 0.77
C 3.90460 2.03897 -5.43565 -0.02 0.32 1.16
H 1.79524 2.10649 -4.95845 -0.46 -0.54 -0.96
H -1.73206 -9.72880 2.38413 -0.11 -0.05 -0.11
C 2.72339 -1.23863 7.85237 -1.28 -0.30 0.15
H 11.36003 0.64673 -1.68725 -0.28 0.19 -0.99
H 7.56772 2.06439 -3.38875 -0.39 0.65 -0.22
F -2.40470 -5.00529 -3.36082 1.67 1.45 0.47
C -3.78432 -8.02735 2.38203 0.65 0.61 1.53
C -2.32697 -0.06115 -4.86326 -0.08 1.88 0.31
H 2.69589 1.51838 -3.75597 0.47 -0.59 0.35
H 2.21931 -0.65076 8.61945 -0.25 -0.07 0.17
H 0.95898 -9.92804 3.77289 0.04 0.42 0.20
C 3.76411 -2.10813 8.54762 0.92 1.56 -0.93
H -1.92676 -0.41729 -2.01247 -0.77 0.24 -0.35
H -9.54163 -5.28814 -4.14015 0.46 0.16 0.29
H -2.06453 -2.00386 -3.89847 0.46 0.02 -0.02
C 8.63389 -0.16991 -2.82766 -1.19 -0.26 0.18
H 1.39955 -0.99521 0.29103 -0.39 -0.25 -0.09
H -2.66680 1.19032 -1.59418 -0.16 -0.13 -0.08
H -1.44600 -8.81905 3.81188 0.30 0.60 -0.08
H 3.02181 -5.79937 0.27212 -0.04 0.38 0.02
H -5.19195 -7.60420 -3.99545 0.02 0.13 -0.14
C -10.18059 -3.34346 -4.86179 -0.48 -1.22 0.46
H 5.21987 -1.13810 0.76989 0.29 0.07 0.23
C 4.72931 -0.99036 11.42194 -0.84 -0.63 0.06
C 4.97437 3.50531 3.43423 -0.46 0.61 0.76
O -0.69889 -2.85737 -1.48830 -0.53 -3.75 -0.74
H -0.62285 0.83479 -5.95321 -0.17 0.09 0.10
H -3.49643 1.71634 1.63754 0.05 -0.52 -0.19
H -3.41179 -0.94749 1.76759 0.08 0.27 -0.12
H -4.36168 -6.10035 -4.55167 -0.06 -0.03 0.36
H 7.30701 5.31631 3.76582 0.97 0.31 0.37
H -2.31458 -6.74737 4.79089 -0.50 0.09 -0.36
N 5.00960 -1.29409 8.98022 1.76 0.12 0.70
C 4.79070 1.07598 2.93220 -0.36 -0.49 -0.88
H 7.79097 3.94120 -1.82150 0.27 -0.28 -0.19
H -3.71220 -6.21628 -0.29188 0.24 -0.07 0.08
H -3.10905 5.17101 3.19649 -0.35 -0.20 0.17
C 5.65314 4.08779 -2.09353 0.46 -1.44 0.17
H 8.98424 0.47482 -3.63369 0.01 -0.17 -0.05
C -6.84410 -3.16428 -1.64275 -0.21 -0.57 0.25
H -5.79200 6.27785 -2.66198 -0.10 -0.04 -0.22
H 3.37492 -3.10710 -2.71357 -0.11 0.23 0.09
C 2.47398 0.02407 -5.35481 -1.93 -1.10 -0.22
H 4.70595 5.06706 -3.74498 0.23 0.62 0.21
N 4.69676 5.01932 3.14503 1.07 -0.49 -0.94
O -4.12698 2.89987 -3.04749 -0.90 -1.09 -0.73
C -2.83168 -1.10607 0.85851 1.48 0.59 -0.58
C 0.12573 -8.61867 2.15497 -0.03 -0.68 1.66
H -8.98791 -3.20557 -2.24360 0.02 -0.12 0.51
C -5.72972 -3.49074 0.71154 1.08 -0.47 -1.42
C -7.34486 6.31241 -6.58366 0.48 1.34 1.34
H 0.26330 -2.48625 -4.93788 0.01 -0.46 -0.39
C 1.96668 -5.78594 0.54529 -1.63 -0.92 -0.75
H -4.51843 8.92879 -6.63694 0.23 0.04 0.56
H 0.31631 7.59910 5.31321 0.26 0.01 0.51
C -8.11872 -2.20211 -4.56315 -0.41 -0.30 0.36
C 0.97264 -3.13286 7.98087 -1.00 -0.81 -0.70
H -5.86150 -3.72527 1.76782 -0.30 0.11 -0.18
H -7.61193 -4.12227 0.08377 -0.36 0.08 0.31
H -0.91355 -0.88802 -6.09588 0.94 -0.25 0.09
H 1.57433 -3.21785 -2.62785 0.18 -0.25 0.39
H -2.48927 -4.25110 4.47283 -0.07 0.22 0.16
H -5.52418 -7.94693 1.08643 0.15 -0.24 0.17
H 6.76093 -2.60416 7.06693 0.14 0.30 0.41
H -0.19882 -3.10896 4.59493 0.50 0.19 -0.33
H 5.34316 -2.03104 6.25354 0.00 -0.24 -0.30
O -6.16001 3.92207 -3.89307 0.37 -1.37 -0.28
H -3.97560 6.64963 -6.46529 0.01 0.17 0.39
H 0.42382 5.58829 3.89389 0.39 -0.03 -0.52
C -0.87072 -0.06222 -5.38573 0.04 -0.02 1.21
C 1.68781 -2.12757 7.13157 0.00 0.89 -0.65
C -3.26187 4.33378 2.51546 0.15 -0.60 -0.61
H 2.04652 -2.46111 6.15783 0.79 -0.76 0.26
H 3.36291 -0.58766 -5.50873 0.27 0.38 0.32
H 4.15523 -2.85331 7.85493 0.03 -0.04 0.10
S 1.58100 3.15439 -0.24752 0.84 -1.75 0.99
H 0.44935 -4.69143 4.01058 0.52 0.41 -0.06
H 7.59201 -1.84115 5.03671 -0.16 -0.08 -0.14
S -5.18641 2.83017 -4.07024 0.75 1.43 -1.13
C 9.78607 -0.87454 -2.08763 -1.37 0.95 -0.79
C 0.15554 -0.21858 -4.16979 -0.02 -1.97 -0.93
H -6.70019 -4.34595 -5.63046 -0.37 -0.10 0.05
H -5.52269 -6.86622 -5.60213 0.14 -0.35 0.04
C -2.46277 1.96893 1.87385 0.58 0.14 0.04
H 5.84325 0.80883 3.02635 0.16 0.37 0.14
H -4.08003 -7.90956 -0.65302 0.05 0.28 -0.23
C -1.52527 0.74716 2.17624 -1.00 0.58 -0.90
H 1.96082 -2.13847 3.18467 -0.41 0.79 0.20
H 6.26333 -2.33906 -0.00522 0.22 0.12 0.05
H -5.32830 11.52255 -7.12988 0.23 0.25 0.34
C 6.95383 3.27910 -1.60037 -1.34 -0.52 -2.12
H -2.02665 2.44569 0.99602 -0.19 0.17 -0.08
H -5.88692 -3.67584 -4.26038 0.30 -0.49 0.36
H -9.15080 -2.22376 -6.43835 -0.43 -0.19 -0.06
H -7.46685 -2.36229 0.26886 -0.42 -0.11 -0.07
C 7.12780 -1.04791 5.62270 0.94 -0.11 -0.22
H -3.03402 0.38138 -5.56495 0.26 -0.35 -0.70
C 5.37039 5.43060 1.76478 -0.33 -0.96 -0.40
H -7.24858 -1.96094 -5.17371 0.12 -0.17 0.40
H -6.54880 -5.90935 -2.89623 0.13 0.53 0.02
C 9.33274 1.56545 -1.40695 -0.14 -1.12 0.31
H 0.23415 -2.54933 8.53062 0.28 -0.54 0.89
H -3.49615 -1.24637 -3.47377 -0.26 0.32 -0.14
H -7.73405 7.05479 -7.28045 -0.56 -0.48 -0.05
H 1.52599 -3.91322 8.50331 0.37 0.69 0.63
H 3.00082 6.33215 2.97407 0.34 -0.01 -0.06
H 5.76046 -3.29084 9.28478 0.71 0.27 -0.53
H 3.23907 -0.99589 -3.13340 -0.30 1.46 -0.52
C -7.06450 7.06268 -5.27782 0.08 1.12 0.55
H 0.91457 -1.47016 6.73407 -0.22 0.42 0.36
C 6.76250 6.22681 3.51563 1.43 -2.07 1.12
H -1.85543 0.27329 3.10066 0.09 -0.47 -0.20
H -1.48446 -7.18961 0.13178 -0.02 0.06 0.26
H 2.36980 3.83472 4.67766 -0.25 -0.12 -0.50
O 1.71737 1.98691 -1.14550 -0.20 1.71 -0.56
N -7.99278 -3.67230 -3.99705 1.06 -1.42 -0.29
H -8.80041 -4.74359 -5.66165 0.28 -0.19 0.16
H 4.64635 -2.05074 -0.53606 -0.03 0.11 -0.43
C 1.27465 -2.22561 -5.24991 0.42 0.08 0.99
H -2.55149 -2.15850 0.81401 -0.05 0.06 -0.23
C 6.66470 6.19668 2.01763 -1.26 1.68 0.49
C 7.23540 0.29833 -0.60709 0.94 -1.49 -1.64
F -0.99040 3.73517 -0.85754 -0.11 0.12 -0.24
H -3.20794 2.68463 3.80705 0.52 -0.25 0.35
H -2.56248 7.22880 -0.26157 -0.14 -0.36 0.34
H 6.48846 5.50313 -3.46531 -0.52 0.72 -0.06
H -0.42916 -0.43019 -0.73233 0.12 -0.14 -0.19
H -4.97002 -2.71983 0.58244 -0.18 0.29 0.19
C -6.67654 -4.37286 -4.54105 -0.92 -0.18 1.37
C -5.28861 -6.67385 -4.55509 -1.65 1.64 0.06
H 10.46414 -1.43330 -2.73270 0.07 0.64 -0.40
C 1.12270 5.64828 4.72819 -0.22 0.84 0.39
H 6.26563 -2.57579 11.79383 0.09 0.43 0.08
H 0.38551 0.63235 -3.52860 0.03 0.49 -0.69
C 3.16354 5.27243 3.17053 -0.40 -0.62 0.09
H -2.44890 0.71895 -4.11181 0.37 -0.02 0.52
H 9.23883 2.12294 -0.47503 -0.22 -0.73 0.44
C -1.87095 -6.25775 2.62449 -1.12 -0.98 -0.23
H -3.80241 -1.36009 -1.12757 0.47 -0.58 0.24
H -10.52357 -3.29044 -3.82852 -0.64 1.15 -0.07
H 3.33024 -2.62617 9.40289 0.23 0.28 0.12
H -7.17350 6.44136 -4.38889 0.26 -0.11 -0.15
C -2.29337 -7.78574 0.55414 -1.12 1.67 -0.27
C 7.05318 1.90905 -2.44047 1.67 0.72 -0.27
H 7.98798 -0.37223 -0.19228 -0.27 -0.01 0.54
N -2.28340 -7.71420 2.09918 -0.07 -0.15 -0.08
C -9.14936 -4.42575 -4.67915 0.01 0.49 -0.71
C -6.58318 -5.83591 -3.98321 2.14 -0.74 -0.80
H 2.04504 0.19930 -6.34142 -0.31 -0.73 -0.17
O 2.79120 3.97334 -0.08063 -1.13 -0.22 -0.67
H 7.99099 -0.49675 5.99584 -0.05 0.06 0.42
H -5.31127 -4.34064 0.17240 0.62 -0.52 0.55
H 1.69360 -3.11648 1.85179 0.17 0.09 -0.72
C 6.27688 -1.69677 6.70579 -1.54 0.79 0.28
H 1.65720 -0.97220 -2.31231 -0.18 0.38 -0.41
H 1.62716 -6.81264 0.40852 0.10 -0.27 0.47
C -4.34862 7.41074 -1.57033 1.78 -0.44 -0.10
C 6.01886 -0.48944 -1.10608 -0.41 0.68 -0.82
C 0.17866 4.32750 -0.79875 2.31 0.19 1.43
C 1.08578 -0.99317 1.33489 1.12 -0.04 1.49
H 4.79032 3.43478 -2.22472 -0.03 -0.42 0.99
H 5.67024 0.42561 10.21825 0.43 -0.36 -0.80
C -2.56947 3.05251 3.00386 0.31 -0.17 -0.77
C 2.45755 4.90773 4.50727 0.84 0.47 -0.08
H -3.94280 -7.69869 3.40915 -0.26 0.16 -0.05
C -3.74104 -7.22368 0.12335 1.73 -1.02 -0.65
H 2.13726 -9.14953 2.68005 0.04 -0.13 0.22
H -6.67940 -2.10362 -1.83244 -0.13 -0.09 -0.76
H 6.02832 4.15629 -4.32763 -0.03 -0.87 0.30
F -7.36690 1.33193 -4.51915 0.49 -0.63 0.72
C -9.41065 -2.15875 -5.38178 0.19 0.06 0.20
H -4.40106 -0.05169 -0.32320 0.40 0.71 0.48
C 1.97222 -2.09131 2.09575 -0.24 1.22 -0.53
H -3.29719 5.61406 -0.73573 0.02 0.14 0.24
H -2.21106 -8.78877 0.13550 0.15 -0.24 0.86
H 4.11398 1.91936 -6.49865 -0.30 -0.16 0.08
F -6.50092 1.00749 -2.49994 -0.36 -0.17 -0.26
C -1.11246 0.30995 -0.31594 1.53 -2.15 0.40
H -0.36094 -2.26909 0.99591 -1.25 -0.29 0.02
H -4.31046 4.07746 2.36430 -0.16 0.53 0.13